[1]
This record from the OMol25 dataset describes C11H18Be2N5O7 as an isolated structure at a distorted geometry. The level of theory is ωB97M-V/def2-TZVPD.

Output
Multiplicity = 1
E = -1257.96307 a.u.
Net charge = +3
HOMO = -16.67 eV
LUMO energy = -14.0 eV
Frontier orbital gap = 2.649 eV

```
43
Properties=species:S:1:pos:R:3:forces:R:3
Be -20.9201 -13.9060 9.7569 -0.6 3.6 3.1
Be -23.6328 -15.6008 10.3956 -0.1 1.3 2.0
O -24.1442 -12.2962 9.5835 -6.0 -12.8 -10.9
C -23.0434 -13.0787 9.5977 0.5 -3.5 -3.3
O -23.1455 -14.3304 9.8834 2.0 2.8 -16.3
O -21.9189 -12.5658 9.5092 0.1 -3.7 -5.3
H -24.8721 -12.8957 9.4037 -1.3 -0.3 -0.6
C -20.9133 -12.2352 11.7565 -0.9 4.4 -1.1
O -20.8133 -13.3294 11.2125 2.5 -7.9 -3.0
N -20.4414 -12.0230 12.8848 3.0 -0.6 6.2
N -21.6851 -11.3354 11.2797 10.1 -0.6 3.1
H -20.2183 -12.8528 13.4155 0.6 0.3 0.4
H -20.4559 -11.1242 13.3452 0.1 -0.2 0.0
H -21.8750 -10.4318 11.6891 0.8 -2.2 1.3
H -22.1748 -11.4472 10.4034 5.1 -0.3 0.9
C -23.8186 -13.7926 12.2922 0.5 4.3 8.3
O -23.3083 -14.5303 11.5029 -0.4 -9.1 8.8
N -24.4267 -14.0568 13.4029 -0.5 -4.6 0.7
N -23.4396 -12.5591 12.2757 -0.2 -1.6 2.9
H -24.4954 -15.0588 13.5093 -0.7 0.0 1.1
H -24.8072 -13.4404 14.1068 0.0 0.0 -0.2
H -22.7484 -12.2332 11.6153 -0.2 -0.9 2.4
H -23.5514 -12.0758 13.1555 0.0 0.6 -0.4
C -22.0270 -9.3775 10.2137 -1.6 1.7 -1.6
C -21.6186 -8.4618 9.2666 0.2 0.3 -0.1
C -21.9524 -8.6957 7.9287 -0.6 -1.5 -1.7
C -22.7613 -9.8134 7.6035 -0.5 0.1 0.5
C -23.3630 -10.6303 8.5813 2.2 3.9 -3.6
C -22.9058 -10.4012 9.8518 -4.0 4.1 -2.6
O -23.3994 -11.2175 10.8231 -6.1 12.5 2.6
O -21.5084 -7.9082 6.9204 0.3 0.3 1.6
H -21.8242 -9.3867 11.2744 0.3 3.2 -1.0
H -21.0519 -7.5629 9.4598 0.2 -0.1 0.4
H -23.0091 -10.0264 6.5741 0.0 0.3 -0.2
H -24.0404 -11.4232 8.3006 0.8 2.4 -1.8
H -23.7469 -12.0204 10.4281 -0.5 3.7 7.1
H -21.4121 -8.3657 6.0820 -0.3 -0.2 -0.2
C -26.0878 -13.0551 11.0796 -0.3 -1.6 0.9
C -26.5195 -13.1984 12.4613 -1.8 1.2 0.9
N -26.9141 -13.2661 13.5437 0.0 0.2 -1.1
H -24.9980 -13.0541 11.0603 -1.8 0.6 0.6
H -26.5543 -12.2237 10.5511 -0.1 -0.1 0.0
H -26.3192 -14.0539 10.7096 -0.7 0.0 -1.0
```
Forces are in eV/Å.

Results of the Mulliken charge analysis, in e, for atoms 1 through 8: Be 0.28; Be 0.29; O -0.24; C 1.78; O -0.50; O -0.64; H 0.70; C 0.65

***

[2]
This record from the OMol25 dataset describes C16H18CrN3O9S2 as an isolated structure at a distorted geometry. The level of theory is ωB97M-V/def2-TZVPD.

Output
Multiplicity = 2
E = -3302.84558 a.u.
Net charge = -2
HOMO (alpha / beta) = -0.52 / -0.45 eV
Energy above the lowest of the compared OMol25 structures with the same formula, charge and spin = 0.0 kJ/mol
LUMO energy (alpha / beta) = 4.8 / 4.8 eV
Frontier orbital gap (alpha / beta) = 5.284 / 5.221 eV

```
49
Properties=species:S:1:pos:R:3:forces:R:3
Cr -0.2625 0.1375 -0.1503 -2.0 -1.5 -2.8
O 2.5403 -2.2406 1.5627 -0.4 0.3 0.4
C 1.5699 -1.5178 1.2933 0.4 -0.7 -1.8
O 1.1358 -1.3046 0.0838 0.4 0.3 1.3
C 0.7992 -0.7764 2.3170 -1.7 1.3 -0.5
C 0.9748 -0.7663 3.6804 0.0 0.0 0.8
C 0.1729 0.0465 4.4877 -0.5 0.4 -1.1
C -0.7925 0.8768 3.8552 0.6 -0.6 1.3
C -0.9317 0.8395 2.5010 0.8 -0.9 -1.2
N -0.1667 0.0079 1.7368 0.9 0.0 2.3
C -1.8248 1.6908 1.6397 -0.4 0.3 -1.2
O -2.6469 2.4650 2.1206 0.2 -0.2 0.3
O -1.6191 1.4977 0.3713 0.5 0.3 1.1
H 1.7546 -1.3945 4.0951 0.0 0.0 0.0
H 0.3069 0.0695 5.5614 0.0 0.0 0.0
H -1.4209 1.5587 4.4146 0.0 0.0 0.0
C -2.3375 -1.0828 -4.2638 -0.1 0.0 0.0
C -1.8660 -0.9306 -2.8333 -1.4 -1.7 1.1
S -0.6397 0.1891 -2.5618 1.0 0.7 1.3
C -2.4446 -1.6941 -1.8120 0.3 0.9 -2.4
C -3.5582 -2.6736 -2.0955 0.0 0.1 0.1
S -1.9560 -1.5638 -0.2041 0.8 0.5 1.1
H -1.7129 -0.4830 -4.9222 0.0 0.0 0.0
H -3.3740 -0.7496 -4.3802 0.0 0.0 -0.1
H -2.2855 -2.1226 -4.5992 0.0 0.0 -0.1
H -3.7768 -2.7793 -3.1577 0.0 0.0 0.0
H -4.4740 -2.3541 -1.5918 -0.1 0.0 0.0
H -3.3037 -3.6576 -1.6962 0.0 -0.1 0.0
O 3.0293 -1.7878 -2.8509 0.2 0.0 0.0
C 3.1708 -0.5875 -2.2585 -0.2 0.1 0.1
O 2.7110 0.4215 -2.7099 0.2 0.0 -0.3
C 3.9199 -0.6372 -0.9337 0.0 -0.1 0.0
N 4.7942 -1.8209 -0.8669 0.1 0.0 0.0
C 6.1700 -1.3803 -1.1804 0.0 0.0 0.0
C 6.0970 0.1391 -1.4377 0.0 0.0 0.0
C 4.8161 0.5713 -0.7212 0.0 0.0 0.0
H 3.1400 -0.7405 -0.1886 0.0 0.2 -0.1
H 3.5430 -2.3942 -2.2789 0.0 0.0 0.0
H 4.7280 -2.2009 0.0679 -0.1 -0.1 0.0
H 6.5570 -1.9133 -2.0533 0.0 0.0 0.0
H 6.8360 -1.6054 -0.3423 0.0 0.0 0.0
H 6.0045 0.3373 -2.5085 0.0 0.0 0.0
H 6.9902 0.6560 -1.0813 0.0 0.0 0.0
H 4.3629 1.4846 -1.1018 0.0 0.0 0.0
H 4.9953 0.6986 0.3492 0.0 0.0 0.0
O 0.4763 2.8109 -1.5507 0.2 0.1 0.3
N 1.3873 2.4941 -0.8010 -0.1 -0.2 -0.5
O 2.3959 3.1787 -0.6336 0.2 0.1 0.1
O 1.3249 1.3738 -0.1586 0.1 0.3 0.3
```
Forces are in eV/Å.

Results of the Mulliken charge analysis, in e, for atoms 1 through 8: Cr 0.35; O -0.84; C 0.57; O -0.27; C -0.07; C -0.57; C -0.32; C -0.52

***

[3]
This record from the OMol25 dataset describes C50H58N4O5P2S2Si2W as an isolated structure at a distorted geometry. The level of theory is ωB97M-V/def2-TZVPD.

Output
Multiplicity = 3
E = -4660.58212 a.u.
Net charge = 0
HOMO (alpha / beta) = -7.52 / -7.72 eV
Energy above the lowest of the compared OMol25 structures with the same formula, charge and spin = 0.0 kJ/mol
LUMO energy (alpha / beta) = -0.4 / -0.5 eV
Frontier orbital gap (alpha / beta) = 7.129 / 7.198 eV

```
124
Properties=species:S:1:pos:R:3:forces:R:3
W 0.0061 -0.0724 0.4627 0.9 0.4 0.1
C 0.6552 0.0112 -2.9603 0.0 0.0 0.0
P 1.8181 -0.0596 -1.5742 -0.1 0.1 0.3
C 2.9561 1.3504 -1.8288 0.0 0.0 -0.2
C 3.5551 1.4600 -3.0877 0.0 0.0 0.0
C 4.5314 2.4089 -3.3260 0.0 0.0 0.0
C 4.9490 3.2426 -2.2954 0.0 0.0 0.0
C 4.3628 3.1366 -1.0472 0.0 0.0 0.0
C 3.3531 2.2087 -0.8139 0.0 0.0 0.0
C 2.9965 -1.3948 -1.9432 0.0 0.0 0.0
C 2.9277 -2.1356 -3.1164 0.0 0.0 0.0
C 3.8871 -3.1056 -3.3877 0.0 0.0 0.0
C 4.9203 -3.3295 -2.4942 0.0 0.0 0.0
C 4.9954 -2.5867 -1.3197 0.0 0.0 0.0
C 4.0377 -1.6285 -1.0436 0.0 0.0 0.0
C -0.3780 0.9967 -2.5314 0.0 0.0 0.0
C -1.2033 1.7481 -3.3257 0.1 0.0 0.0
C -2.0254 2.5017 -2.4538 0.0 0.0 0.0
C -1.6557 2.1668 -1.1753 -0.1 0.0 0.0
C -2.1432 2.7916 0.0803 0.0 0.0 0.1
P -0.7555 2.8637 1.2741 0.0 -0.1 -0.1
C -1.3996 4.1557 2.4422 0.0 0.0 0.0
C -1.4508 4.0287 3.8229 0.0 0.0 0.0
C -1.8947 5.0783 4.6192 0.0 0.0 0.0
C -2.2936 6.2719 4.0447 0.0 0.0 0.0
C -2.2365 6.4183 2.6643 0.0 0.0 0.0
C -1.7877 5.3738 1.8758 0.0 0.0 0.0
C 0.5175 3.9457 0.5310 0.0 0.0 0.0
C 1.5141 4.3858 1.4050 0.0 0.0 0.0
C 2.4213 5.3529 1.0101 0.0 0.0 0.0
C 2.3587 5.8798 -0.2745 0.1 0.0 0.0
C 1.4040 5.4137 -1.1619 0.0 0.0 0.0
C 0.4826 4.4516 -0.7640 0.0 0.0 0.0
N -0.6224 1.2540 -1.1885 0.0 -0.1 -0.1
H 0.2360 -0.9895 -3.0796 0.0 0.0 0.0
H 1.1220 0.3128 -3.8987 0.0 0.0 0.0
H 3.2762 0.7826 -3.8859 0.0 0.0 0.0
H 4.9830 2.4828 -4.3067 0.0 0.0 0.0
H 5.7342 3.9672 -2.4682 0.0 0.0 0.0
H 4.6850 3.7803 -0.2413 0.0 0.1 0.0
H 2.8907 2.1423 0.1596 0.0 0.0 0.0
H 2.1183 -1.9856 -3.8184 0.0 0.0 0.0
H 3.8143 -3.6850 -4.2991 0.0 0.0 0.0
H 5.6655 -4.0855 -2.7056 0.0 0.0 0.0
H 5.7979 -2.7618 -0.6149 0.0 0.0 0.0
H 4.0949 -1.0630 -0.1198 0.0 0.0 0.0
H -1.1949 1.7610 -4.4040 0.0 0.0 0.0
H -2.7665 3.2413 -2.7163 0.0 0.0 0.0
H -2.9164 2.1977 0.5833 0.0 0.0 0.0
H -2.5748 3.7698 -0.1335 0.0 0.0 0.0
H -1.1456 3.1119 4.2940 0.0 -0.1 0.0
H -1.9239 4.9542 5.6941 0.0 0.0 0.0
H -2.6388 7.0889 4.6647 0.0 0.0 0.0
H -2.5319 7.3506 2.2008 0.0 0.0 0.0
H -1.7120 5.5245 0.8055 0.0 0.0 0.0
H 1.5553 3.9967 2.4171 0.0 0.0 0.0
H 3.1737 5.7012 1.7065 0.0 0.0 0.0
H 3.0639 6.6401 -0.5847 0.0 0.0 0.0
H 1.3644 5.8012 -2.1719 0.0 0.0 0.0
H -0.2583 4.1023 -1.4703 0.0 0.0 0.0
O 2.6096 -0.8850 2.6598 0.0 0.0 0.1
C 2.5648 0.2444 2.2237 0.2 0.0 -0.2
O 1.6956 0.7259 1.3830 -0.4 -0.2 0.1
H 3.3354 0.9918 2.4866 -0.1 0.0 0.1
N -1.8056 -0.8364 -0.2603 -0.6 -0.3 -0.1
C -2.7554 -1.1717 -0.8255 0.2 0.1 -0.1
N -3.8404 -1.5471 -1.4562 0.0 0.0 0.1
C -3.7482 -2.7496 -2.3170 -0.1 0.0 0.1
C -3.3260 -2.3271 -3.7116 -0.1 0.0 0.0
O -4.2295 -1.3633 -4.2327 0.0 0.0 0.0
C -4.2227 -0.1839 -3.4511 0.1 0.0 0.0
C -4.6815 -0.4783 -2.0334 0.0 0.0 0.0
H -4.7462 -3.1908 -2.3398 0.0 0.0 0.0
H -3.0566 -3.4629 -1.8752 0.0 0.1 0.0
H -3.3331 -3.1789 -4.3872 0.0 0.0 0.0
H -2.3107 -1.9108 -3.6856 0.0 0.0 0.0
H -4.8993 0.5221 -3.9314 0.0 0.0 0.0
H -3.2142 0.2524 -3.4276 -0.1 0.0 0.0
H -5.7078 -0.8485 -2.0264 0.0 0.0 0.0
H -4.6184 0.4053 -1.3988 0.0 0.0 0.0
O 0.1357 -3.4826 -4.2433 0.0 0.0 -0.1
S -0.2473 -4.0332 -2.9732 0.1 0.0 0.1
O -1.5324 -4.6701 -2.8742 0.1 -0.1 -0.1
N -0.1287 -2.8702 -1.8076 -0.1 0.0 0.0
C 0.7389 -3.2006 -0.8982 0.2 -0.2 0.1
S 1.1041 -2.3463 0.5234 -0.2 0.1 -0.1
C 1.4527 -4.4991 -1.1357 -0.1 0.1 0.0
C 2.4474 -5.1024 -0.3874 0.0 0.0 0.0
C 2.9755 -6.3001 -0.8549 0.0 0.0 0.0
C 2.5243 -6.8708 -2.0413 0.0 0.0 0.0
C 1.5238 -6.2635 -2.7929 0.0 0.0 0.0
C 1.0085 -5.0812 -2.3074 0.0 0.0 0.0
H 2.8050 -4.6476 0.5268 0.0 0.0 0.0
H 3.7550 -6.7949 -0.2910 0.0 0.0 0.0
H 2.9570 -7.8016 -2.3835 0.0 0.0 0.0
H 1.1673 -6.6987 -3.7164 0.0 0.0 0.0
C -0.8382 -3.6375 3.7375 0.0 -0.1 -0.1
Si -1.7003 -2.5186 2.4952 0.0 0.1 0.0
C -1.9690 -3.6445 0.9940 0.0 0.0 -0.1
C -3.4974 -2.2396 3.0162 0.0 0.0 0.0
C -0.7123 -0.8889 2.3935 0.2 0.0 0.0
Si -1.1543 0.1948 3.8637 -0.1 0.0 -0.1
C -1.4168 -0.7349 5.4888 0.0 0.1 0.0
C 0.3318 1.2504 4.3494 0.0 0.0 -0.1
C -2.7972 1.0775 3.5796 0.0 0.0 0.1
H -1.4361 -4.5367 3.9082 0.0 0.0 0.0
H -0.6345 -3.1765 4.6981 0.0 0.1 0.1
H 0.1186 -3.9536 3.3116 0.0 0.0 0.0
H -1.7057 -4.6647 1.2845 0.0 0.0 0.0
H -1.4160 -3.4089 0.0916 -0.1 0.0 0.1
H -3.0317 -3.6525 0.7355 0.0 0.0 0.0
H -3.9745 -3.2224 3.0690 0.0 0.0 0.0
H -4.0319 -1.6684 2.2506 0.0 0.0 0.0
H -3.6532 -1.7458 3.9717 0.0 0.0 0.0
H 0.2897 -1.2160 2.7378 0.0 0.0 0.0
H -0.4843 -1.1782 5.8416 0.0 0.0 0.0
H -2.1788 -1.5097 5.4852 0.0 0.0 0.0
H -1.7145 0.0173 6.2271 0.0 0.0 0.0
H 1.1441 0.5388 4.5208 0.0 0.0 0.0
H 0.1665 1.7780 5.2917 0.0 0.0 0.0
H 0.6746 1.9647 3.6017 0.0 0.0 0.0
H -3.5381 0.3149 3.3377 0.0 0.0 0.0
H -2.8128 1.8052 2.7731 0.0 0.0 -0.1
H -3.1398 1.5875 4.4823 0.0 0.0 0.0
```
Forces are in eV/Å.

Results of the Mulliken charge analysis, in e, for atoms 1 through 8: W 0.54; C -0.35; P 0.14; C 1.25; C -0.59; C -0.88; C -0.76; C -0.67

***

[4]
This record from the OMol25 dataset describes C38H45F2N2S4SiSn as an isolated structure at a distorted geometry. The level of theory is ωB97M-V/def2-TZVPD.

Output
Multiplicity = 1
E = -3880.50710 a.u.
Net charge = +1
HOMO = -10.57 eV
Energy above the lowest of the compared OMol25 structures with the same formula, charge and spin = 108.3 kJ/mol
LUMO energy = -4.3 eV
Frontier orbital gap = 6.265 eV

```
93
Properties=species:S:1:pos:R:3:forces:R:3
Sn 13.2461 11.9705 9.0677 -1.1 1.7 0.4
C 16.9937 7.1414 7.7048 -1.0 0.4 0.2
C 18.2351 7.8199 8.3560 0.1 -0.8 0.1
C 18.8977 8.8751 7.4203 0.2 -1.3 -0.4
C 19.2523 6.6626 8.7127 0.9 1.2 0.4
C 17.7238 8.5148 9.6240 1.9 -0.1 0.9
C 18.3462 8.2869 10.9045 -1.5 0.8 -0.3
C 17.8012 8.9743 12.0332 1.8 -1.2 -1.7
C 16.7177 9.7633 11.8248 -1.2 2.3 0.8
S 15.9299 10.7911 13.0931 0.2 -0.7 -1.9
C 14.9175 11.3881 11.8136 -1.1 0.7 0.5
N 15.0773 10.9153 10.6003 -0.6 1.2 1.0
C 16.1676 10.1046 10.5699 1.5 -2.1 0.1
C 16.7660 9.4878 9.4640 -2.0 -0.2 -0.4
C 13.8562 12.4045 12.1225 -0.4 -0.9 -1.8
C 13.7754 13.1008 13.3029 0.6 -0.2 1.1
C 12.8633 14.1201 13.4609 -0.3 -0.5 -1.7
C 11.9468 14.3908 12.4387 0.6 1.5 2.2
C 11.9074 13.6092 11.3370 -0.8 -0.6 -1.0
C 12.8815 12.6661 11.1236 1.3 -1.0 -0.6
H 17.1869 6.6720 6.7332 0.3 -0.2 0.4
H 16.1690 7.8645 7.4866 0.7 -0.3 0.1
H 16.5135 6.4290 8.4223 0.6 0.2 -0.6
H 19.4724 8.3848 6.5904 -1.1 0.3 0.3
H 19.6998 9.3357 7.9551 0.4 0.7 0.7
H 18.1865 9.6402 7.0748 0.3 -0.3 -0.1
H 19.2721 5.9899 7.8660 0.3 -0.2 -0.1
H 18.9221 6.1001 9.5956 -0.1 0.0 -0.4
H 20.3370 7.0077 8.9570 -1.9 -0.3 -0.6
H 19.1823 7.5724 10.9313 -0.5 0.7 0.5
H 18.3003 9.0366 12.9788 0.1 -0.6 0.4
H 16.2725 9.5595 8.4733 0.6 0.5 0.7
H 14.4518 12.9153 14.1415 0.0 -0.1 -0.4
H 12.9709 14.6990 14.3214 -0.3 1.0 1.2
H 11.3945 15.3322 12.4758 -0.4 -0.6 0.2
H 11.0930 13.7816 10.6519 0.2 -0.1 -0.6
C 12.3325 6.0436 12.6437 -0.5 -1.0 1.6
C 11.3547 7.0431 13.3277 -1.7 -0.9 -0.7
S 11.9752 8.7333 13.1126 0.3 0.5 0.2
C 10.8957 9.5590 11.9145 -0.4 -0.8 -0.3
C 10.6557 8.9016 10.5557 0.6 0.7 0.0
S 11.7004 9.4571 9.0352 -0.2 -0.1 1.9
C 12.9069 8.0869 9.1201 -0.1 -0.1 -1.3
C 13.3917 7.4200 10.3698 -0.1 0.6 1.7
S 12.3249 6.0318 10.8659 -0.3 -0.2 -0.4
H 11.9908 4.9721 12.8717 0.6 1.4 -0.1
H 13.3522 6.1841 13.0708 -0.6 -0.2 -0.4
H 11.2230 6.8565 14.4252 0.5 0.1 -0.9
H 10.2799 6.8725 12.8926 1.9 0.6 0.6
H 11.2730 10.5222 11.7314 0.9 1.4 0.2
H 9.9944 9.7231 12.4648 -1.0 0.0 -0.1
H 9.6475 8.9013 10.2134 -0.8 0.7 -0.2
H 10.8569 7.8647 10.6938 0.5 -0.8 -0.5
H 13.7143 8.5292 8.5650 0.7 -0.2 -0.3
H 12.4077 7.3513 8.4894 0.3 -0.1 -0.2
H 13.5009 8.1337 11.2069 -0.2 -0.3 -0.4
H 14.3434 6.9245 10.2883 0.6 0.3 -0.8
C 10.2379 15.8044 7.3158 0.7 -0.5 1.7
Si 11.9069 15.0185 7.7344 -0.6 -0.7 0.3
C 12.6578 15.7328 9.3407 -0.7 0.2 0.0
C 13.0032 15.2142 6.2630 0.4 0.0 -0.2
N 11.7239 13.2789 7.9445 1.1 -1.6 2.0
C 10.6970 12.5190 7.3928 -0.8 -1.0 -1.3
C 10.7449 12.1426 6.0148 0.4 0.9 1.5
C 9.7227 11.3977 5.4485 0.0 0.2 -1.1
C 8.6522 10.9551 6.2009 -1.4 -1.0 1.8
C 8.5024 11.3174 7.6166 1.1 -1.8 -2.7
C 9.5874 12.0035 8.1206 -0.4 0.5 0.7
F 9.5363 12.1740 9.4888 0.6 0.3 -0.3
H 10.3986 16.8513 7.5530 -0.4 0.3 0.3
H 9.4089 15.3566 7.8982 0.3 0.5 -0.3
H 10.0270 15.7890 6.2838 -0.3 -0.4 -1.3
H 13.3605 16.5061 9.0713 0.0 0.7 -0.2
H 13.2845 15.0386 9.8951 -0.1 -0.2 0.0
H 11.8848 16.1484 10.0558 0.9 -0.4 -0.9
H 12.9348 14.3051 5.6506 -0.2 0.3 0.0
H 14.0531 15.2321 6.5827 -0.1 0.5 -0.3
H 12.6794 16.0825 5.6701 0.6 -0.2 0.1
H 11.6646 12.4805 5.4928 -1.0 -0.3 0.0
H 9.7455 11.2230 4.3517 0.1 -0.3 1.0
H 7.9867 10.1380 5.7779 0.6 1.6 0.5
H 7.7395 10.8107 8.2603 0.8 0.9 -0.7
F 17.8583 13.3954 5.0372 0.0 -0.2 1.1
C 17.0842 12.9498 6.0839 -0.1 1.4 -1.8
C 16.9890 13.7607 7.2304 -1.9 -2.2 0.0
C 15.9726 13.3156 8.1441 -0.3 -0.1 -1.8
C 14.9941 12.3289 7.8022 1.7 0.1 0.9
C 15.2603 11.5773 6.6801 -0.8 -0.7 -1.5
C 16.2424 11.9024 5.7303 -0.4 0.4 2.1
H 17.4842 14.7236 7.2796 0.3 -0.4 0.4
H 15.8407 13.8034 9.0634 0.0 1.0 1.1
H 14.6001 10.7472 6.4193 0.0 0.2 -0.1
H 16.2172 11.4473 4.7573 0.5 -0.1 -0.1
```
Forces are in eV/Å.

Results of the Mulliken charge analysis, in e, for atoms 1 through 8: Sn 0.98; C -1.21; C 2.13; C -1.58; C -1.99; C -0.07; C -0.46; C -1.15

***

What is the multiplicity in the second record? 2

***

Which value of multiplicity does entry 2 give? 2

***

Which of these has the highest net charge? C11H18Be2N5O7